1.
This record from the Open Molecules 2025 dataset describes C23H17N2O4S2 as an isolated structure at a distorted geometry. The level of theory is ωB97M-V/def2-TZVPD.

Each line ends with the Löwdin charge.
Cartesian coordinates (Å):
C (-0.86, -4.68, -1.70)  -0.09
C (-0.14, -3.79, -2.51)  -0.08
C (0.29, -2.57, -1.99)  -0.07
C (-0.03, -2.24, -0.68)  -0.28
S (0.63, -0.75, 0.05)  0.72
C (-0.35, 0.75, -0.30)  -0.36
C (0.01, 1.78, 0.46)  0.05
S (-1.66, 0.77, -1.55)  0.70
C (-3.08, -0.16, -0.94)  -0.25
C (-3.30, -1.47, -1.38)  -0.07
C (-4.34, -2.22, -0.84)  -0.08
C (-5.25, -1.63, 0.03)  -0.08
C (-5.09, -0.29, 0.40)  -0.08
C (-4.01, 0.45, -0.09)  -0.05
O (-2.07, 2.15, -1.68)  -0.32
O (-1.14, 0.03, -2.67)  -0.33
O (0.44, -0.93, 1.48)  -0.32
O (1.94, -0.54, -0.50)  -0.29
C (-0.69, -3.15, 0.16)  -0.06
C (-1.13, -4.36, -0.37)  -0.08
H (-1.20, -5.64, -2.11)  0.10
H (0.09, -4.04, -3.55)  0.11
H (0.87, -1.88, -2.59)  0.12
H (-0.46, 2.75, 0.27)  0.09
H (0.82, 1.61, 1.27)  -0.04
H (-2.63, -1.90, -2.12)  0.11
H (-4.44, -3.27, -1.13)  0.11
H (-6.09, -2.20, 0.42)  0.10
H (-5.82, 0.19, 1.06)  0.10
H (-3.88, 1.49, 0.19)  0.12
H (-0.85, -2.89, 1.21)  0.12
H (-1.68, -5.04, 0.28)  0.10
C (1.94, 1.61, 2.03)  -0.33
C (1.55, 2.09, 3.33)  -0.25
N (1.13, 2.41, 4.38)  0.11
C (2.98, 2.49, 1.37)  -0.18
C (3.89, 1.94, 0.46)  -0.03
C (4.83, 2.76, -0.18)  -0.10
C (4.85, 4.13, 0.07)  -0.13
C (3.94, 4.69, 0.98)  -0.11
C (3.02, 3.87, 1.64)  -0.04
C (2.53, 0.30, 2.24)  -0.29
N (3.14, -0.64, 2.58)  0.15
H (3.88, 0.87, 0.25)  0.10
H (5.54, 2.31, -0.87)  0.09
H (5.57, 4.77, -0.43)  0.09
H (3.95, 5.76, 1.18)  0.09
H (2.33, 4.30, 2.38)  0.10

Results
gap between HOMO and LUMO: 0.2280 Ha
molar mass: 449.53 g/mol
net charge: -1
LUMO level: 2.34 eV
E_tot: -2093.41097 hartree

***

2.
This record from the Open Molecules 2025 dataset describes Ca6H20N15O55 as an isolated structure at a distorted geometry. The level of theory is ωB97M-V/def2-TZVPD.

Each line ends with the Löwdin charge.
Cartesian coordinates (Å):
Ca (-2.63, -2.85, 3.44)  1.67
Ca (-0.81, 3.33, -0.36)  1.49
Ca (3.40, 1.14, -3.46)  1.57
Ca (2.91, -0.60, 1.86)  1.50
Ca (-4.32, -1.69, -2.28)  1.62
Ca (1.74, -3.94, -3.80)  1.54
N (-3.16, -4.96, -0.93)  -0.64
O (-4.14, -5.66, -0.93)  0.02
O (-3.23, -3.82, -1.44)  -0.18
O (-2.16, -5.29, -0.32)  0.00
N (-5.62, 1.59, -2.44)  -0.63
O (-5.43, 2.76, -2.67)  0.06
O (-4.71, 0.74, -2.39)  -0.21
O (-6.78, 1.25, -2.27)  -0.03
N (0.28, -0.25, -0.13)  -0.58
O (-0.37, 0.66, -0.65)  -0.03
O (-0.03, -1.35, -0.36)  0.03
O (1.10, 0.06, 0.72)  -0.07
N (-4.37, 4.17, 0.78)  -0.65
O (-3.18, 3.91, 0.55)  -0.11
O (-4.93, 3.90, 1.81)  -0.03
O (-5.13, 4.60, -0.06)  -0.06
N (2.67, 3.19, -0.73)  -0.58
O (3.51, 3.74, -0.03)  0.10
O (1.51, 3.45, -0.56)  -0.08
O (3.10, 2.38, -1.56)  -0.23
N (-3.50, -0.34, 1.05)  -0.54
O (-3.78, 0.86, 1.43)  0.08
O (-3.57, -0.73, -0.11)  -0.12
O (-3.22, -1.09, 1.95)  -0.18
N (-1.34, 0.40, 4.16)  -0.65
O (-0.43, 1.10, 4.50)  0.08
O (-1.19, -0.81, 4.03)  -0.17
O (-2.48, 0.84, 3.97)  -0.02
N (5.56, -2.68, 2.97)  -0.64
O (6.59, -2.33, 3.55)  -0.03
O (5.35, -3.89, 2.65)  -0.08
O (4.78, -1.87, 2.59)  -0.14
N (0.75, -0.67, -4.25)  -0.62
O (-0.30, -0.46, -4.84)  0.05
O (1.17, -1.77, -4.11)  -0.15
O (1.19, 0.26, -3.63)  -0.12
N (1.86, -6.11, 0.93)  -0.66
O (2.42, -5.03, 0.97)  -0.01
O (0.81, -6.27, 0.28)  -0.10
O (2.31, -7.06, 1.54)  -0.01
N (5.84, 0.55, 0.47)  -0.68
O (4.74, 0.84, 0.75)  -0.08
O (6.16, 0.62, -0.73)  -0.11
O (6.74, 0.48, 1.28)  0.02
N (2.55, 3.20, 3.35)  -0.66
O (1.71, 3.07, 4.21)  0.05
O (2.88, 2.28, 2.61)  -0.02
O (3.14, 4.22, 3.22)  0.04
N (-1.09, 6.26, 1.52)  -0.69
O (-0.60, 5.43, 0.76)  -0.16
O (-1.24, 7.40, 1.23)  -0.04
O (-1.36, 5.96, 2.65)  0.01
N (3.47, -1.86, -1.38)  -0.58
O (3.40, -1.90, -0.18)  0.01
O (3.44, -2.94, -1.94)  -0.08
O (3.39, -0.80, -1.99)  -0.14
N (2.81, -0.21, 5.39)  -0.65
O (1.98, 0.43, 5.98)  -0.01
O (2.68, -0.39, 4.20)  -0.16
O (3.73, -0.78, 5.99)  -0.04
O (-2.58, 2.05, -1.45)  -0.13
H (-3.39, 1.66, -1.11)  0.02
H (-2.20, 1.36, -1.99)  0.00
O (-0.57, -4.13, -3.92)  -0.15
H (-1.05, -4.59, -3.24)  0.06
H (-1.23, -3.85, -4.55)  0.07
O (-2.14, -1.03, -2.55)  -0.14
H (-1.53, -1.13, -3.28)  0.03
H (-1.58, -0.95, -1.78)  0.02
O (0.88, -3.96, -1.54)  -0.13
H (0.63, -3.16, -1.07)  0.03
H (0.74, -4.66, -0.90)  0.01
O (-1.25, -3.37, 1.62)  -0.14
H (-0.84, -2.69, 1.10)  0.03
H (-1.39, -4.10, 1.01)  0.02
O (-0.15, 2.79, -2.78)  -0.10
H (0.31, 2.06, -3.19)  0.02
H (0.30, 3.57, -3.09)  0.07
O (-1.54, 4.92, -1.92)  -0.11
H (-1.52, 5.88, -1.93)  0.08
H (-2.11, 4.69, -2.66)  0.06
O (-2.33, 1.99, -4.53)  -0.06
H (-1.71, 2.42, -3.93)  -0.02
H (-3.15, 2.45, -4.40)  0.03
O (-0.86, 2.14, 1.64)  -0.10
H (-0.99, 2.21, 2.59)  0.06
H (-0.70, 1.21, 1.50)  0.02
O (1.87, -2.46, 2.39)  -0.15
H (1.42, -2.74, 3.19)  0.07
H (2.12, -3.28, 1.97)  0.02

Results
gap between HOMO and LUMO: 0.0481 Ha
molar mass: 1350.68 g/mol
net charge: -3
LUMO level: 1.36 eV
E_tot: -9035.94848 hartree